1.
Molecular formula: C57H147N9O50P8
Method: DFT, ωB97M-V with the def2-TZVPD basis set

CARTESIAN COORDINATES (ANGSTROEM)
C -6.7898 23.3099 -7.9947
C -6.2203 22.0026 -7.5322
O -6.3250 21.9057 -6.1486
P -6.4936 20.4230 -5.3464
O -6.1164 20.5045 -3.9079
O -5.6152 19.3774 -6.2358
C -4.1862 19.3833 -6.1817
C -3.5576 19.0992 -7.5986
O -8.0603 19.9904 -5.6141
C -9.0961 20.9148 -5.4890
C -10.4537 20.4129 -5.9314
H -6.7608 23.3544 -9.0834
H -7.8428 23.3533 -7.7164
H -6.1716 24.1116 -7.5906
H -6.7101 21.1884 -8.0664
H -5.1644 22.0536 -7.7978
H -3.8318 20.3944 -5.9816
H -3.7321 18.7664 -5.4062
H -3.8097 19.9624 -8.2146
H -2.4749 19.0704 -7.4763
H -3.9039 18.1543 -8.0174
H -9.1597 21.3583 -4.4953
H -8.8128 21.7386 -6.1441
H -11.1947 21.2093 -5.8629
H -10.3443 19.8693 -6.8698
H -10.8814 19.6447 -5.2872
C -25.5961 26.2510 -8.6775
C -24.0904 26.0217 -8.6947
O -23.6412 26.7215 -9.8672
P -23.1898 25.8553 -11.2034
O -24.2767 24.9601 -11.6959
O -22.6315 27.0796 -12.1994
C -22.0309 26.6671 -13.4495
C -21.9624 27.7784 -14.4251
O -21.7861 25.1615 -10.7507
C -21.5583 23.8072 -11.1459
C -20.1271 23.3592 -10.9363
H -26.0312 25.4882 -8.0318
H -25.8784 27.2326 -8.2970
H -25.9913 26.0575 -9.6748
H -23.5620 26.2333 -7.7651
H -23.8483 24.9686 -8.8380
H -21.0593 26.1874 -13.3304
H -22.6686 25.9148 -13.9137
H -21.2485 28.5655 -14.1822
H -21.7921 27.3717 -15.4219
H -22.9292 28.2818 -14.4301
H -22.1485 23.1988 -10.4606
H -21.8426 23.5708 -12.1713
H -19.8104 23.4708 -9.8993
H -20.1041 22.2742 -11.0379
H -19.4786 23.7656 -11.7124
C -19.2611 21.0853 -6.2762
C -19.7158 19.6823 -6.0079
O -21.1246 19.5722 -5.8513
P -21.9333 20.2121 -4.6329
O -21.1843 20.6075 -3.3882
O -22.8714 21.3792 -5.3023
C -23.4651 21.1190 -6.5934
C -23.2028 22.4462 -7.4221
O -23.0477 19.0565 -4.2873
C -24.2470 19.3708 -3.5934
C -24.9082 18.1158 -3.0710
H -18.1844 21.1029 -6.4448
H -19.6658 21.4103 -7.2347
H -19.4595 21.7494 -5.4349
H -19.5429 18.9690 -6.8138
H -19.2055 19.2100 -5.1684
H -23.0687 20.2655 -7.1434
H -24.5357 20.9235 -6.5324
H -23.5924 22.4271 -8.4399
H -23.7037 23.2747 -6.9212
H -22.1319 22.6450 -7.4648
H -24.0660 20.1188 -2.8216
H -24.9561 19.8376 -4.2770
H -24.8652 17.3009 -3.7937
H -24.4517 17.7349 -2.1575
H -25.9403 18.3392 -2.8006
C -21.5589 19.4794 -9.6888
C -22.9273 18.8046 -10.0862
O -23.9303 19.3245 -9.2058
P -25.4086 18.6510 -9.1998
O -26.3612 19.4684 -8.3718
O -25.8081 18.3834 -10.7203
C -27.1598 18.0946 -11.0368
C -27.1647 16.5416 -11.1972
O -25.1063 17.1846 -8.5847
C -25.2316 16.9420 -7.2146
C -23.8213 16.7094 -6.6447
H -21.3861 20.4043 -10.2390
H -21.5474 19.7614 -8.6360
H -20.7472 18.7877 -9.9142
H -23.2133 18.9214 -11.1315
H -22.7727 17.7605 -9.8141
H -27.8835 18.3969 -10.2798
H -27.4555 18.5974 -11.9576
H -26.6001 16.0576 -11.9941
H -27.0042 15.9986 -10.2658
H -28.1451 16.1960 -11.5248
H -25.7900 17.7414 -6.7274
H -25.8056 16.0408 -6.9990
H -23.8063 16.3329 -5.6219
H -23.2887 16.0413 -7.3214
H -23.4183 17.7220 -6.6266
C -13.6958 14.3285 -6.8398
C -12.6956 15.4842 -6.8373
O -11.4928 15.1341 -6.2128
P -10.5617 16.3310 -5.6324
O -9.3586 15.9860 -4.7672
O -11.6334 17.3528 -4.8815
C -11.8339 17.3926 -3.4373
C -12.1873 16.0757 -2.7199
O -10.1633 17.1796 -6.9547
C -9.4478 16.3445 -7.9512
C -8.2070 17.0719 -8.2152
H -14.6652 14.7826 -7.0450
H -13.3708 13.6607 -7.6376
H -13.7451 13.8329 -5.8702
H -12.4246 15.8203 -7.8381
H -13.1220 16.3159 -6.2763
H -10.9817 17.7779 -2.8776
H -12.5976 18.1633 -3.3331
H -11.4396 15.2988 -2.8796
H -12.4444 16.2468 -1.6745
H -13.1160 15.6488 -3.0985
H -9.2160 15.3407 -7.5951
H -10.1003 16.3944 -8.8229
H -7.6276 17.2130 -7.3028
H -7.6041 16.4909 -8.9131
H -8.4156 18.0756 -8.5855
C -19.7994 16.0728 -7.8260
C -18.3346 15.5028 -7.7194
O -17.5886 16.6127 -7.2126
P -16.6770 17.5735 -8.2060
O -16.3257 16.9208 -9.5104
O -17.5580 18.9621 -8.3355
C -16.9912 20.0511 -9.0946
C -18.0946 20.5881 -9.9552
O -15.3656 18.1170 -7.3042
C -15.6295 18.7065 -6.0543
C -14.3819 19.3960 -5.6086
H -20.3821 15.2597 -8.2590
H -20.2243 16.3813 -6.8708
H -19.8044 16.9016 -8.5340
H -18.3303 14.6374 -7.0567
H -17.9981 15.2010 -8.7112
H -16.7780 20.9005 -8.4457
H -16.0827 19.7795 -9.6322
H -17.7944 21.5233 -10.4280
H -18.3600 19.9056 -10.7626
H -19.0223 20.8107 -9.4280
H -16.3693 19.4993 -6.1648
H -16.0184 17.9722 -5.3488
H -14.5762 19.8816 -4.6523
H -13.5760 18.7004 -5.3745
H -14.0534 20.2136 -6.2503
C -19.7473 15.4442 1.8219
C -18.7352 16.3864 1.1502
O -19.6176 17.3258 0.5541
P -19.2577 18.1403 -0.8089
O -20.0466 19.3972 -0.9639
O -17.6278 18.2517 -0.7055
C -16.8866 18.8373 -1.7068
C -15.5676 18.0925 -1.7073
O -19.4947 17.0905 -2.0780
C -20.8015 16.9536 -2.6438
C -21.3086 15.5604 -2.2626
H -20.5628 15.9979 2.2870
H -20.1587 14.7967 1.0476
H -19.1933 14.8372 2.5379
H -17.9435 16.7187 1.8216
H -18.2334 15.9536 0.2848
H -17.4208 18.7214 -2.6498
H -16.9202 19.9267 -1.7204
H -15.0954 18.1050 -0.7250
H -15.7346 17.0447 -1.9568
H -14.8967 18.5072 -2.4596
H -21.4962 17.7617 -2.4146
H -20.7302 16.9243 -3.7310
H -20.6867 14.7232 -2.5796
H -21.5160 15.6236 -1.1944
H -22.2655 15.5352 -2.7839
C -22.3024 13.3014 -9.4879
C -23.7190 12.9683 -8.8916
O -24.2864 11.7950 -9.4254
P -25.1790 11.7889 -10.7858
O -26.4702 12.5218 -10.6827
O -24.1254 12.3657 -11.8851
C -24.2319 12.0421 -13.2185
C -25.0851 13.1373 -14.0065
O -25.2690 10.1666 -11.0222
C -26.3954 9.4447 -10.5864
C -26.8045 8.5857 -11.7762
H -21.5229 12.6612 -9.0747
H -22.1639 13.4559 -10.5580
H -21.9948 14.2753 -9.1071
H -23.5461 12.8640 -7.8205
H -24.3812 13.8179 -9.0580
H -23.2479 11.9169 -13.6702
H -24.5596 11.0028 -13.2444
H -26.0108 13.5001 -13.5597
H -24.3797 13.9647 -14.0834
H -25.2464 12.8849 -15.0546
H -26.0685 8.8528 -9.7315
H -27.2582 9.9906 -10.2047
H -27.0487 9.2134 -12.6332
H -25.9898 7.9150 -12.0492
H -27.6206 7.9194 -11.4966
C -21.5117 20.9081 -13.6622
N -20.3684 20.3680 -12.9090
O -20.4768 19.2600 -12.3307
O -19.3655 21.0309 -12.9850
H -22.4638 20.5430 -13.2771
H -21.3874 20.6465 -14.7130
H -21.4982 21.9892 -13.5242
C -18.2067 16.7938 -12.0306
N -19.2434 15.9726 -12.6864
O -19.9391 15.2735 -11.9579
O -19.3396 16.0950 -13.9075
H -18.7995 17.3940 -11.3404
H -17.8855 17.5323 -12.7651
H -17.3761 16.2394 -11.5936
C -14.2031 21.6871 -1.9944
N -12.7147 21.5660 -2.1757
O -12.2753 21.1810 -3.2547
O -11.9657 21.9160 -1.2316
H -14.4832 21.3941 -0.9825
H -14.6136 20.9224 -2.6538
H -14.4450 22.7080 -2.2898
C -12.6276 19.4343 -8.8816
N -12.4300 19.2990 -10.3956
O -13.4671 19.0636 -11.0220
O -11.2804 19.6189 -10.8684
H -12.3458 20.4728 -8.7077
H -11.9436 18.8012 -8.3163
H -13.6777 19.1849 -8.7295
C -15.8572 12.5134 -10.4547
N -16.7844 12.3767 -11.5950
O -17.9594 12.1426 -11.3207
O -16.2419 12.3410 -12.6963
H -15.4947 11.5331 -10.1453
H -16.3666 13.0613 -9.6619
H -15.0079 13.1308 -10.7472
C -14.9931 23.0520 -4.8979
N -13.8741 23.9342 -5.2722
O -12.7724 23.7890 -4.7807
O -14.1134 24.9088 -5.9490
H -15.3778 23.5237 -3.9937
H -14.6513 22.0519 -4.6310
H -15.7205 23.0438 -5.7096
C -21.5707 12.2737 -4.3752
N -21.2495 13.3692 -5.3356
O -21.9902 13.7763 -6.2081
O -20.2000 13.9203 -5.0697
H -22.4896 11.7536 -4.6459
H -21.6569 12.7377 -3.3927
H -20.7153 11.6101 -4.5013
C -14.8790 24.2363 -9.0028
N -14.3317 22.8490 -8.8435
O -13.9551 22.3153 -9.8666
O -14.6843 22.2082 -7.8379
H -15.2405 24.7333 -8.1026
H -15.7577 24.0727 -9.6266
H -14.1658 24.7597 -9.6396
C -17.9318 15.3920 -3.8638
N -16.7274 14.7761 -4.4699
O -16.7530 13.6847 -4.9579
O -15.7519 15.5230 -4.6118
H -17.5614 16.0829 -3.1066
H -18.5345 14.6363 -3.3600
H -18.4376 15.9782 -4.6311

The value obtained for the strongest force on any atom is 4.15 eV Å⁻¹. As for the gap between HOMO and LUMO: 9.18 eV. Its LUMO energy is -0.97 eV. As for the spin multiplicity: 1. For the energy above the lowest of the compared OMol25 structures with the same formula, charge and spin, the calculation gives 37.38 kcal/mol.

Here are the Löwdin charges for atoms 1 to 8, given in e:
1. C -0.073
2. C -0.345
3. O -0.199
4. P 0.570
5. O -0.243
6. O -0.203
7. C -0.257
8. C -0.055

2.
Molecular formula: C4H22NO5S
Method: DFT, ωB97M-V with the def2-TZVPD basis set

CARTESIAN COORDINATES (ANGSTROEM)
C 0.7204 0.7290 -1.6461
C 0.5776 0.6628 -0.1254
C -0.4450 -0.4021 0.1475
C -0.9533 -0.5499 1.5466
S -0.8393 0.9150 2.6247
N 1.8607 0.4031 0.6492
H 0.0020 1.0752 -2.3685
H 1.0881 -0.2303 -2.0719
H 1.5090 1.4566 -1.9623
H 0.2566 1.6534 0.1802
H -1.2427 -0.2058 -0.5998
H 0.0427 -1.3369 -0.2442
H -0.3610 -1.2648 2.1755
H -1.9426 -0.9889 1.5119
H -2.0193 1.5911 2.4983
H 1.7961 -0.5769 0.9522
H 2.0078 1.0261 1.4420
H 2.7834 0.6393 0.1820
H -1.2055 -4.1924 -2.1131
H -0.8380 -4.5687 -0.7429
O -1.0226 -3.7674 -1.2616
H 0.6938 -3.3599 -0.8240
H 2.0277 -3.9409 -0.3068
O 1.4801 -3.1501 -0.2874
H -1.5888 1.8215 -2.7569
H -2.8051 2.6384 -2.3867
O -2.2316 1.9370 -2.0504
H -4.3134 2.4219 0.9609
H -4.4862 1.3181 1.9610
O -4.1049 2.1998 1.8769
H 4.8820 1.9705 0.3050
H 4.5171 2.2227 1.7783
O 4.1545 1.8538 0.9556

The value obtained for the strongest force on any atom is 3.96 eV Å⁻¹. As for the gap between HOMO and LUMO: 9.27 eV. Its net charge is +1. Its LUMO energy is -2.62 eV. As for the spin multiplicity: 1. For the energy above the lowest of the compared OMol25 structures with the same formula, charge and spin, the calculation gives 25.58 kcal/mol.

Here are the Löwdin charges for atoms 1 to 8, given in e:
1. C -0.048
2. C -0.374
3. C -0.257
4. C -0.522
5. S 0.744
6. N 0.219
7. H 0.051
8. H 0.102

3.
Molecular formula: C35H58N3OP2Pb
Method: DFT, ωB97M-V with the def2-TZVPD basis set

CARTESIAN COORDINATES (ANGSTROEM)
C -2.9447 -1.1002 0.7093
C -2.2980 -0.4181 -1.4730
C -4.2846 -1.2920 0.3327
C -3.6948 -0.3748 -1.8312
C -4.6629 -0.8750 -0.9398
H -4.9771 -1.7217 1.0227
H -3.9884 -0.0056 -2.8222
H -5.7218 -0.9652 -1.2922
N -2.0117 -0.7335 -0.1609
P -1.0689 -0.3756 2.6900
P 0.3285 -0.7067 -2.3894
C -2.5281 -1.3583 2.1676
H -3.3648 -1.1408 2.8741
H -2.3094 -2.4464 2.2971
C -1.3174 -0.0655 -2.4291
H -1.6675 0.3748 -3.3793
C 1.5623 0.4018 -3.3464
C -0.0504 -2.3026 -3.2914
C -1.7567 1.3340 3.1440
C -0.2541 -1.3047 4.1158
C 2.3921 1.2366 -2.3522
H 2.9075 0.6050 -1.6158
H 3.1587 1.7954 -2.9168
H 1.7934 1.9732 -1.8034
C 2.5407 -0.4349 -4.1694
H 3.0860 -1.1413 -3.5382
H 2.0552 -0.9725 -4.9870
H 3.2807 0.2386 -4.6226
C 0.7911 1.3634 -4.2588
H 1.5263 1.9384 -4.8558
H 0.1459 0.8375 -4.9814
H 0.1821 2.0684 -3.6659
C 1.1800 -3.2024 -3.2214
H 1.6394 -3.1861 -2.2210
H 0.8634 -4.2342 -3.4310
H 1.9318 -2.9147 -3.9640
C -1.2284 -3.0028 -2.5539
H -0.9992 -3.1478 -1.4920
H -2.1635 -2.4390 -2.6562
H -1.3768 -3.9763 -3.0306
C -0.4897 -1.9733 -4.7370
H -1.1237 -1.0789 -4.8195
H 0.3680 -1.8541 -5.4068
H -1.0888 -2.8197 -5.0996
C 0.8891 -0.4262 4.6912
H 1.4092 -1.0083 5.4601
H 1.6164 -0.1645 3.9140
H 0.5179 0.4945 5.1548
C 0.3443 -2.6108 3.5686
H -0.4196 -3.2597 3.1234
H 1.1345 -2.4295 2.8306
H 0.8014 -3.1538 4.4081
C -1.2869 -1.6563 5.2113
H -2.1549 -2.1805 4.7930
H -0.7980 -2.3262 5.9303
H -1.6338 -0.7772 5.7655
C -2.8796 1.7247 2.1716
H -3.7644 1.0905 2.2886
H -3.1840 2.7604 2.3809
H -2.5416 1.6732 1.1284
C -0.5880 2.3726 2.9934
H -0.2816 2.4426 1.9566
H -0.9619 3.3394 3.3173
H 0.2699 2.0997 3.6001
C -2.3021 1.3742 4.5847
H -3.0708 0.6098 4.7525
H -1.5100 1.2769 5.3394
H -2.7729 2.3559 4.7421
Pb 0.5895 -0.5551 0.4110
C 0.7578 -3.1138 0.1784
O 0.8578 -4.2442 0.3763
N -0.1478 1.8446 -0.3822
C -0.8454 2.2321 -1.3464
C -1.6727 3.2816 -1.9577
C -2.3211 2.9339 -3.3138
C -2.8201 3.5411 -0.9861
C -0.6853 4.4503 -2.1005
H -1.5957 2.6249 -4.0788
H -3.0705 2.1321 -3.2030
H -2.8579 3.8305 -3.7063
H -2.4210 3.6877 0.0120
H -3.4308 4.4148 -1.2549
H -3.4611 2.6535 -0.9614
H -0.9254 5.1642 -2.9026
H -0.6353 4.9270 -1.1093
H 0.3142 4.0452 -2.3094
C 6.9699 -0.9210 2.6868
C 5.6733 -0.6500 2.0100
C 5.1563 -1.5643 1.0901
C 3.9469 -1.3097 0.4839
N 3.2190 -0.1960 0.7341
C 3.7200 0.7051 1.6296
C 4.9438 0.5058 2.2786
H 6.9513 -1.8829 3.2247
H 7.8022 -0.9800 1.9662
H 7.2113 -0.1339 3.4134
H 5.6867 -2.4809 0.8518
H 3.5037 -2.0171 -0.2433
H 3.1089 1.6002 1.8201
H 5.2829 1.2508 2.9839

The value obtained for the strongest force on any atom is 8.82 eV Å⁻¹. As for the gap between HOMO and LUMO (spin up / spin down): 5.12 / 6.22 eV. Its net charge is +3. Its LUMO energy (spin up / spin down) is -11.16 / -10.05 eV. As for the spin multiplicity: 1.

Here are the Löwdin charges for atoms 1 to 8, given in e:
1. C -0.322
2. C -0.364
3. C 0.024
4. C 0.024
5. C 0.009
6. H 0.129
7. H 0.131
8. H 0.151